Molecular formula: C20H10Cl5O4STi
Method: DFT, ωB97M-V/def2-TZVPD

```
41
Properties=species:S:1:pos:R:3:mulliken_charge:R:1
Ti -0.55 0.35 0.39 0.55
O 2.79 -0.52 -1.77 -0.65
C 2.24 -0.30 -0.71 0.49
O 0.95 -0.03 -0.64 -0.03
C 3.02 -0.24 0.57 0.38
C 4.41 -0.18 0.42 -0.65
C 5.25 -0.14 1.51 -0.54
C 4.70 -0.16 2.79 -0.44
C 3.33 -0.22 2.95 -0.85
C 2.46 -0.25 1.85 0.61
S 0.74 -0.33 2.28 -0.44
H 4.79 -0.18 -0.59 0.44
H 6.32 -0.10 1.37 0.37
H 5.34 -0.13 3.66 0.35
H 2.90 -0.23 3.94 0.40
Cl -4.86 5.40 1.74 -0.22
C -3.73 4.34 0.95 0.22
C -3.40 4.55 -0.38 0.39
Cl -4.10 5.86 -1.26 -0.22
C -2.49 3.70 -1.01 0.04
Cl -2.04 3.91 -2.67 -0.21
C -1.93 2.65 -0.31 0.08
O -1.06 1.78 -0.80 -0.89
C -2.27 2.43 1.04 0.66
O -1.66 1.38 1.59 -0.60
C -3.17 3.28 1.67 -0.02
Cl -3.57 2.98 3.32 -0.22
Cl 0.39 -5.10 -3.95 -0.26
C -0.28 -3.98 -2.79 0.45
C 0.04 -4.11 -1.45 -0.81
C -0.50 -3.22 -0.54 -0.12
C -1.36 -2.19 -0.94 0.74
C -1.88 -1.21 0.04 -1.35
C -1.66 -2.09 -2.29 -0.27
C -1.13 -2.97 -3.22 -0.74
H 0.71 -4.89 -1.13 0.39
H -0.23 -3.30 0.51 0.35
H -2.82 -0.75 -0.28 0.51
H -2.02 -1.64 1.04 0.36
H -2.31 -1.29 -2.63 0.35
H -1.36 -2.87 -4.27 0.39
```

- HOMO level: -0.20397 Ha
- LUMO energy: 2.47 eV
- Gap between HOMO and LUMO: 8.02 eV
- Multiplicity: 1
- ΔE to the lowest compared entry with this formula, charge and spin: 0.0 kcal/mol
- Net charge: -1

=====

Molecular formula: C9H4BiCl2LuN2O3
Method: DFT, ωB97M-V/def2-TZVPD

```
22
Properties=species:S:1:pos:R:3:mulliken_charge:R:1
Bi 2.26 -1.56 -1.27 1.40
Lu 0.11 0.10 0.03 1.27
Cl 2.47 0.39 0.37 -0.19
Cl 0.36 -2.46 0.20 -0.25
C -1.89 -0.31 -0.27 0.41
C 3.65 -0.79 -2.39 0.22
C 2.04 -3.02 -2.53 0.21
O -3.05 -0.51 -0.44 0.04
O 4.53 -0.32 -3.11 -0.01
O 1.90 -3.94 -3.34 0.00
N -0.12 5.26 5.62 -0.13
C -0.07 4.38 4.69 -0.47
C -0.02 3.42 3.68 1.10
C -0.34 3.76 2.38 -0.52
C -0.30 2.81 1.41 -0.05
N 0.04 1.52 1.68 -0.18
C 0.37 1.19 2.96 -0.08
C 0.35 2.11 3.96 -0.53
H -0.64 4.80 2.13 0.51
H -0.57 3.06 0.35 0.39
H 0.65 0.12 3.16 0.36
H 0.61 1.81 5.00 0.51
```

- HOMO level (alpha / beta): -0.80884 / -0.81630 Ha
- LUMO energy (alpha / beta): -19.79 / -19.76 eV
- Gap between HOMO and LUMO (alpha / beta): 2.22 / 2.45 eV
- Multiplicity: 1
- Net charge: +4

=====

Molecular formula: C19H56F6O9P
Method: DFT, ωB97M-V/def2-TZVPD

```
91
Properties=species:S:1:pos:R:3:mulliken_charge:R:1
P -9.28 -16.88 9.29 1.23
F -9.41 -15.48 8.41 -0.38
F -10.70 -17.49 8.70 -0.37
F -8.41 -17.64 8.15 -0.36
F -9.07 -18.20 10.23 -0.38
F -7.92 -16.23 9.95 -0.38
F -10.09 -16.24 10.53 -0.36
C -17.76 -19.48 8.23 -0.93
C -17.97 -18.11 8.92 -0.26
O -16.86 -17.85 9.72 -0.49
H -16.77 -19.46 7.79 0.26
H -18.44 -19.67 7.39 0.33
H -17.95 -20.25 8.97 0.25
H -18.88 -18.12 9.51 0.21
H -17.97 -17.32 8.16 0.31
H -16.46 -17.05 9.37 0.32
C -15.00 -11.19 7.35 -1.07
C -13.81 -11.56 8.16 -0.13
O -14.05 -12.91 8.55 -0.51
H -14.96 -10.14 7.04 0.34
H -15.88 -11.28 7.99 0.27
H -15.09 -11.80 6.45 0.29
H -13.73 -10.89 9.01 0.22
H -12.91 -11.54 7.55 0.29
H -13.20 -13.35 8.64 0.31
C -11.82 -18.57 2.65 -0.95
C -10.68 -17.56 2.37 -0.26
O -9.41 -18.04 2.70 -0.52
H -11.51 -19.44 2.07 0.26
H -12.84 -18.35 2.35 0.32
H -11.84 -18.85 3.71 0.28
H -10.75 -16.74 3.08 0.26
H -10.73 -17.19 1.34 0.30
H -9.45 -18.25 3.64 0.31
C -5.16 -10.40 10.59 -1.18
C -6.59 -9.98 10.55 -0.09
O -6.93 -9.41 11.75 -0.49
H -5.00 -11.27 11.22 0.30
H -4.46 -9.60 10.83 0.38
H -4.76 -10.74 9.63 0.31
H -7.33 -10.76 10.36 0.28
H -6.66 -9.18 9.81 0.20
H -6.10 -8.99 12.00 0.29
C -1.93 -15.70 6.37 -0.87
C -2.91 -15.91 5.26 -0.28
O -3.74 -14.84 5.24 -0.53
H -1.23 -16.52 6.24 0.30
H -2.37 -15.80 7.37 0.27
H -1.46 -14.72 6.32 0.27
H -3.56 -16.78 5.26 0.32
H -2.37 -15.95 4.31 0.21
H -4.55 -15.08 5.71 0.33
O -13.01 -18.15 14.02 -0.65
H -13.43 -17.96 13.18 0.32
H -12.11 -18.37 13.79 0.33
C -5.52 -20.33 13.75 -1.07
C -4.25 -19.64 13.18 0.24
C -3.94 -19.99 11.72 -1.23
O -4.29 -18.24 13.27 -0.54
H -5.44 -20.36 14.84 0.30
H -5.66 -21.36 13.43 0.32
H -6.38 -19.68 13.57 0.27
H -3.45 -20.01 13.82 0.31
H -4.79 -19.81 11.08 0.35
H -3.71 -21.06 11.69 0.35
H -3.08 -19.42 11.37 0.33
H -4.94 -18.09 12.58 0.38
C -6.22 -24.71 6.61 -1.33
C -7.12 -23.53 7.01 0.52
C -8.34 -23.33 6.19 -1.07
O -7.56 -23.80 8.33 -0.58
H -5.24 -24.66 7.07 0.33
H -5.96 -24.69 5.55 0.36
H -6.70 -25.65 6.89 0.32
H -6.39 -22.72 6.97 0.19
H -9.10 -24.09 6.35 0.30
H -8.10 -23.18 5.13 0.33
H -8.75 -22.45 6.68 0.29
H -7.93 -23.04 8.78 0.33
C -8.49 -16.28 19.34 -1.43
C -9.73 -15.88 18.55 0.70
C -9.51 -15.55 17.10 -1.29
O -10.68 -16.87 18.61 -0.53
H -8.23 -17.32 19.13 0.39
H -8.60 -16.13 20.41 0.38
H -7.63 -15.66 19.05 0.35
H -10.20 -15.08 19.12 0.13
H -10.38 -15.10 16.63 0.34
H -9.33 -16.42 16.46 0.31
H -8.75 -14.78 17.01 0.34
H -10.43 -17.29 19.44 0.30
```

- HOMO level: -0.30360 Ha
- LUMO energy: 2.30 eV
- Gap between HOMO and LUMO: 10.56 eV
- Multiplicity: 1
- ΔE to the lowest compared entry with this formula, charge and spin: 98.7 kcal/mol
- Net charge: -1

=====

Molecular formula: C5H8O
Method: DFT, ωB97M-V/def2-TZVPD

```
14
Properties=species:S:1:pos:R:3:mulliken_charge:R:1
C 1.71 0.12 -1.46 -1.09
C 0.53 -0.01 -0.53 0.57
C -0.61 0.62 -0.64 -0.48
O -1.53 0.45 0.38 -0.41
C -0.93 -0.43 1.33 -0.34
C 0.53 -0.62 0.87 -0.49
H 1.39 0.48 -2.46 0.32
H 2.24 -0.89 -1.54 0.27
H 2.48 0.79 -0.95 0.24
H -0.99 1.18 -1.49 0.37
H -1.35 -1.45 1.18 0.24
H -1.03 -0.04 2.40 0.27
H 1.25 -0.07 1.51 0.22
H 0.83 -1.66 0.87 0.32
```

- HOMO level: -0.30283 Ha
- LUMO energy: 1.02 eV
- Gap between HOMO and LUMO: 9.26 eV
- Multiplicity: 1
- ΔE to the lowest compared entry with this formula, charge and spin: 28.9 kcal/mol
- SMILES string: CC1=COCC1
- Net charge: 0

=====

Molecular formula: C51H46Cl6O36
Method: DFT, ωB97M-V/def2-TZVPD

```
139
Properties=species:S:1:pos:R:3:mulliken_charge:R:1
C -14.78 28.15 -27.39 -0.56
C -14.40 26.92 -27.37 0.73
C -13.06 26.43 -27.77 0.54
O -12.48 25.34 -27.66 -0.55
C -12.18 27.57 -28.22 -0.77
C -12.56 28.87 -28.32 0.28
C -13.92 29.26 -27.91 0.82
O -14.25 30.45 -27.90 -0.64
O -11.68 29.77 -28.71 -0.55
O -15.15 25.98 -26.77 -0.31
H -15.78 28.46 -27.17 0.37
H -11.17 27.35 -28.52 0.41
H -12.06 30.64 -28.55 0.33
H -14.61 25.18 -26.75 0.11
C -13.05 21.55 -25.02 -0.26
C -12.41 20.38 -25.10 -0.33
C -11.95 19.72 -26.30 0.78
O -11.28 18.74 -26.35 -0.59
C -12.54 20.26 -27.50 -0.90
C -13.34 21.34 -27.46 0.40
C -13.61 22.18 -26.19 -0.15
O -14.12 23.29 -26.16 -0.29
O -13.94 21.84 -28.60 -0.60
O -12.03 19.74 -23.99 -0.33
H -13.33 21.94 -24.06 0.98
H -12.34 19.68 -28.39 0.49
H -14.68 22.43 -28.42 0.30
H -11.27 19.19 -24.22 0.33
C -14.98 19.57 -17.42 -1.36
C -14.87 19.73 -16.05 0.47
C -13.73 20.42 -15.42 0.60
O -13.55 20.42 -14.20 -0.60
C -12.86 21.12 -16.39 -0.52
C -13.09 21.10 -17.73 0.59
C -14.07 20.22 -18.39 0.56
O -14.22 20.09 -19.60 0.16
O -12.35 21.79 -18.64 -0.68
O -15.78 19.28 -15.20 -0.54
H -15.85 19.06 -17.80 0.63
H -12.10 21.81 -16.06 0.41
H -12.26 21.40 -19.51 0.05
H -15.64 19.67 -14.33 0.33
C -14.23 23.14 -21.56 -0.33
C -13.84 24.42 -21.76 -0.23
C -14.51 25.43 -22.66 0.93
O -14.19 26.58 -22.78 -0.53
C -15.65 24.82 -23.40 -0.83
C -16.19 23.63 -23.10 -0.56
C -15.53 22.64 -22.13 1.43
O -16.19 21.73 -21.66 -0.75
O -17.38 23.30 -23.64 -0.51
O -12.71 24.89 -21.12 0.57
H -13.68 22.51 -20.88 0.13
H -16.15 25.43 -24.15 1.16
H -17.73 22.47 -23.30 0.31
H -12.60 25.79 -21.45 -0.57
C -15.40 18.71 -22.78 -0.90
C -14.32 17.87 -22.74 0.58
C -13.86 17.14 -23.97 0.73
O -12.91 16.39 -24.03 -0.62
C -14.64 17.56 -25.18 -0.85
C -15.70 18.48 -25.14 0.51
C -16.18 19.14 -23.91 0.84
O -17.18 19.78 -23.79 -0.65
O -16.34 18.79 -26.29 -0.55
O -13.67 17.59 -21.64 -0.48
H -15.74 19.12 -21.84 0.28
H -14.36 17.24 -26.18 0.46
H -17.00 19.46 -26.13 0.34
H -13.01 16.92 -21.85 0.32
C -20.33 29.14 -26.43 -0.51
C -19.64 28.08 -26.08 -0.05
C -18.44 28.19 -25.19 0.87
O -17.74 27.19 -25.09 -0.40
C -18.21 29.53 -24.64 -0.94
C -18.90 30.61 -25.01 0.51
C -20.08 30.49 -25.92 0.63
O -20.72 31.46 -26.30 -0.61
O -18.65 31.84 -24.46 -0.54
O -20.00 26.83 -26.48 -0.64
H -21.10 28.91 -27.15 0.45
H -17.43 29.58 -23.90 0.60
H -19.42 32.38 -24.64 0.32
H -19.33 26.16 -26.37 0.35
C -15.15 26.00 -19.08 -0.03
C -15.67 27.22 -18.98 0.19
C -17.07 27.53 -18.49 0.60
O -17.58 28.63 -18.54 -0.65
C -17.82 26.35 -18.20 -0.85
C -17.29 25.14 -18.22 0.26
C -15.86 24.83 -18.56 0.73
O -15.22 23.80 -18.29 -0.43
O -17.96 24.06 -17.81 -0.48
O -14.90 28.33 -19.34 -0.48
H -14.09 25.98 -19.28 0.09
H -18.83 26.49 -17.83 0.58
H -17.49 23.29 -18.14 0.20
H -15.42 29.13 -19.26 0.35
C -19.31 25.96 -22.33 -0.44
C -19.50 27.14 -21.64 0.03
C -20.88 27.69 -21.37 0.75
O -21.18 28.75 -20.85 -0.62
C -21.91 26.68 -21.57 -0.85
C -21.68 25.45 -22.09 0.25
C -20.34 24.97 -22.46 0.69
O -20.22 23.87 -23.00 -0.66
O -22.72 24.63 -22.26 -0.55
O -18.54 28.10 -21.43 -0.30
H -18.36 25.66 -22.75 0.62
H -22.92 27.03 -21.37 0.45
H -22.49 23.95 -22.89 0.34
H -18.85 28.88 -20.96 0.29
O -17.15 21.53 -18.87 -0.70
H -17.37 20.61 -18.72 0.30
H -16.59 21.52 -19.65 0.24
O -13.79 29.36 -24.08 -0.60
H -13.62 28.43 -24.17 0.22
H -14.36 29.43 -23.32 0.52
O -11.75 20.52 -21.10 -0.75
H -11.33 20.34 -21.94 0.30
H -12.49 19.91 -21.06 0.23
O -15.12 29.40 -21.99 -0.57
H -15.44 28.50 -21.93 0.05
H -15.45 29.83 -21.21 0.29
C -9.91 23.80 -22.74 -0.02
Cl -8.72 25.01 -22.72 -0.16
Cl -11.30 24.28 -23.69 0.04
H -9.55 22.86 -23.16 0.31
H -10.23 23.54 -21.74 -0.15
C -11.64 29.32 -20.35 -0.04
Cl -11.53 27.71 -21.05 -0.02
Cl -11.13 30.45 -21.64 -0.15
H -12.68 29.46 -20.03 -0.14
H -11.01 29.47 -19.48 0.40
C -11.61 24.90 -18.01 0.77
Cl -10.01 24.73 -18.74 -0.17
Cl -11.47 24.77 -16.22 -0.21
H -11.94 25.92 -18.20 0.11
H -12.37 24.20 -18.37 -0.55
```

- HOMO level: -0.33916 Ha
- LUMO energy: -2.18 eV
- Gap between HOMO and LUMO: 7.05 eV
- Multiplicity: 1
- Net charge: 0

=====

Molecular formula: CH3N2O3S
Method: DFT, ωB97M-V/def2-TZVPD

```
10
Properties=species:S:1:pos:R:3:mulliken_charge:R:1
C 0.05 0.02 0.54 -0.03
N -0.76 0.37 2.68 -0.43
N 0.34 0.32 1.76 -0.46
O 2.22 -0.79 -3.46 -0.42
O 0.76 -0.21 -0.51 -0.60
O -0.17 -0.96 -3.61 -0.46
S 0.98 -0.24 -3.08 0.82
H -1.08 0.06 0.46 0.12
H -1.69 0.12 2.24 0.24
H -0.65 1.31 2.98 0.22
```

- HOMO level: -0.12230 Ha
- LUMO energy: 3.28 eV
- Gap between HOMO and LUMO: 6.61 eV
- Multiplicity: 1
- ΔE to the lowest compared entry with this formula, charge and spin: 46.7 kcal/mol
- Net charge: -1

=====

Molecular formula: C6H9Br
Method: DFT, ωB97M-V/def2-TZVPD

```
16
Properties=species:S:1:pos:R:3:mulliken_charge:R:1
C -0.06 -0.63 -2.00 -1.22
C -1.04 -0.11 -0.88 -0.24
C -0.92 -0.48 0.37 0.42
C 0.22 -1.26 0.96 -1.42
Br -2.28 -0.08 1.63 -0.16
H -0.37 -1.52 -2.57 0.32
H 0.88 -1.06 -1.61 0.27
H 0.19 0.12 -2.65 0.38
H -1.81 0.49 -1.23 0.47
H 0.03 -2.33 0.78 0.35
H 0.31 -1.02 2.02 0.42
H 1.20 -1.09 0.59 0.38
C 1.29 2.26 0.69 -0.40
C 0.49 2.20 1.59 -0.40
H 1.98 2.36 -0.12 0.38
H -0.13 2.14 2.44 0.43
```

- HOMO level: -0.33213 Ha
- LUMO energy: 0.92 eV
- Gap between HOMO and LUMO: 9.95 eV
- Multiplicity: 1
- ΔE to the lowest compared entry with this formula, charge and spin: 57.4 kcal/mol
- SMILES string: C/C=C(\C)Br.C#C
- Net charge: 0

=====

Molecular formula: C7H10N2S
Method: DFT, ωB97M-V/def2-TZVPD

```
20
Properties=species:S:1:pos:R:3:mulliken_charge:R:1
C 1.53 0.90 -0.55 -1.95
C 0.01 0.49 -0.52 1.96
C -0.88 1.66 -0.45 -1.61
C -0.32 -0.41 -1.74 -1.17
S -1.49 -1.75 -1.27 -0.25
C -0.95 -1.60 0.36 0.51
N -0.88 -2.46 1.46 -0.67
C -0.05 -1.87 2.28 -0.31
N 0.29 -0.66 1.89 -0.03
C -0.18 -0.47 0.59 -0.69
H 1.63 1.27 -1.56 0.48
H 2.22 0.12 -0.48 0.46
H 1.73 1.71 0.15 0.44
H -0.54 2.60 -0.83 0.39
H -1.13 1.73 0.57 0.38
H -1.80 1.45 -1.01 0.39
H -0.63 0.32 -2.58 0.43
H 0.58 -0.83 -2.07 0.50
H 0.03 -2.24 3.23 0.45
H 0.82 0.06 2.52 0.30
```

- HOMO level: -0.27988 Ha
- LUMO energy: 0.60 eV
- Gap between HOMO and LUMO: 8.21 eV
- Multiplicity: 1
- ΔE to the lowest compared entry with this formula, charge and spin: 8.8 kcal/mol
- SMILES string: CC1(C)CSc2nc[nH]c21
- Net charge: 0

=====

Molecular formula: C15H21Br18F9IO4PS
Method: DFT, ωB97M-V/def2-TZVPD

```
70
Properties=species:S:1:pos:R:3:mulliken_charge:R:1
C 7.76 1.59 -1.62 -1.14
C 6.34 1.71 -1.03 -0.34
C 5.66 0.34 -1.09 0.23
O 4.21 0.49 -0.99 -0.22
P 3.45 -0.77 -1.63 1.02
O 4.26 -1.97 -1.50 -0.80
O 3.14 -0.55 -3.22 -0.68
I 3.49 1.35 -3.85 0.26
O 2.09 -1.02 -0.83 -0.12
C 1.05 -0.04 -1.08 -0.05
C -0.33 -0.62 -0.72 -0.35
C -1.12 -1.08 -1.99 -0.82
C -2.35 -0.20 -2.24 -1.09
C -3.62 -0.60 -1.43 1.20
F -4.54 -1.10 -2.28 -0.30
F -3.27 -1.64 -0.63 -0.36
C -4.15 0.49 -0.47 0.38
F -3.18 1.12 0.15 -0.27
F -4.82 -0.13 0.50 -0.29
S -5.33 1.76 -1.21 1.40
F -4.72 1.61 -2.66 -0.29
F -6.45 0.67 -1.47 -0.26
F -5.97 2.00 0.24 -0.35
F -4.30 2.93 -0.87 -0.32
F -6.31 2.86 -1.79 -0.27
H 8.37 0.98 -0.96 0.20
H 8.23 2.58 -1.70 0.34
H 7.76 1.13 -2.62 0.39
H 5.80 2.46 -1.62 0.30
H 6.43 2.04 0.01 0.23
H 5.91 -0.11 -2.06 0.45
H 6.03 -0.26 -0.26 -0.44
H 1.27 0.85 -0.48 0.31
H 1.09 0.29 -2.13 -0.28
H -0.88 0.22 -0.29 0.17
H -0.25 -1.40 0.05 0.34
H -1.32 -2.16 -2.00 0.39
H -0.45 -0.90 -2.83 0.51
H -2.61 -0.24 -3.30 0.21
H -2.11 0.84 -1.98 0.57
C 5.40 -3.22 0.98 0.20
Br 4.89 -1.77 2.14 -0.02
Br 7.31 -3.26 0.65 -0.07
Br 4.76 -4.92 1.64 -0.06
H 4.92 -3.05 0.02 0.08
C -1.81 2.45 -5.46 -0.31
Br -0.84 3.29 -6.90 -0.05
Br -2.99 1.07 -6.10 -0.05
Br -0.61 1.78 -4.10 0.09
H -2.42 3.21 -5.00 0.39
C 1.89 -4.77 4.70 -0.33
Br 1.08 -3.44 3.56 0.03
Br 3.51 -4.11 5.51 0.00
Br 0.66 -5.44 6.01 -0.04
H 2.17 -5.60 4.06 0.32
C -9.40 2.13 1.43 -0.21
Br -10.03 3.93 1.74 -0.01
Br -10.52 0.83 2.32 0.01
Br -9.21 1.75 -0.44 -0.03
H -8.42 2.06 1.88 0.23
C -10.28 0.50 6.62 -0.29
Br -9.99 0.06 8.47 -0.04
Br -12.15 0.73 6.22 -0.01
Br -9.24 2.04 6.09 0.01
H -9.93 -0.34 6.03 0.32
C 9.41 -0.39 2.70 -0.27
Br 8.66 -0.80 4.43 -0.01
Br 8.22 0.69 1.65 0.04
Br 11.16 0.40 2.84 -0.03
H 9.53 -1.33 2.18 0.26
```

- HOMO level: -0.36880 Ha
- LUMO energy: -1.87 eV
- Gap between HOMO and LUMO: 8.16 eV
- Multiplicity: 1
- ΔE to the lowest compared entry with this formula, charge and spin: 24.0 kcal/mol
- Net charge: 0

=====

Molecular formula: C4H7BrO2
Method: DFT, ωB97M-V/def2-TZVPD

```
14
Properties=species:S:1:pos:R:3:mulliken_charge:R:1
C 0.87 3.36 -1.16 -0.34
C 0.40 -2.25 0.05 -1.05
C -1.00 -0.44 1.17 -1.05
C 0.17 -0.79 0.24 0.76
O 0.18 2.29 -1.37 -0.21
O 0.90 0.02 -0.30 -0.65
Br 0.06 4.88 -1.85 -0.13
H 0.70 -2.55 -0.91 0.37
H 1.27 -2.53 0.66 0.29
H -0.56 -2.63 0.35 0.31
H -0.36 -0.17 2.02 0.30
H -1.85 -1.12 1.18 0.43
H -1.32 0.51 0.76 0.31
H 0.55 1.42 -0.83 0.67
```

- HOMO level: -0.29400 Ha
- LUMO energy: 0.34 eV
- Gap between HOMO and LUMO: 8.34 eV
- Multiplicity: 1
- ΔE to the lowest compared entry with this formula, charge and spin: 57.9 kcal/mol
- Net charge: 0

=====

> The highest net charge belongs to which entry?

C9H4BiCl2LuN2O3